Below is C17H29IN2O3P2 as an isolated structure at a distorted geometry, with properties calculated with ωB97M-V/def2-TZVPD.

Its frontier orbital gap is 8.93 eV. As for the LUMO energy: 0.65 eV. As for the calculated total energy: -53895.9717 eV. Its charge is 0.

Each line ends with the Mulliken charge.
CARTESIAN COORDINATES (ANGSTROEM)
C -0.03267 -0.05157 4.06863  -0.305
C -1.64825 -0.48475 4.09211  -0.425
O -2.37610 -0.07002 2.88234  -0.417
P -2.07403 -1.12240 1.52882  1.149
O -0.53465 -1.23736 1.11671  -0.568
C -3.04029 -0.33917 0.02950  -0.887
C -2.02923 0.16618 -1.16080  -0.525
C -0.99644 1.36936 -0.71971  -0.553
P 0.86091 0.93002 -1.11050  0.408
I 3.22584 0.23845 -1.50401  -0.415
O -2.64160 -2.76606 1.74092  -0.459
C -2.24812 -3.57308 0.56499  -0.101
C -0.85623 -4.43856 0.78764  -0.843
H 0.57079 -1.05071 3.98735  0.258
H 0.25945 0.63220 4.97306  0.308
H 0.10958 0.51039 3.02624  -0.146
H -1.81206 -1.60764 4.39790  0.272
H -2.10791 0.15806 4.98692  0.255
H -3.76204 -1.21380 -0.34061  0.382
H -3.68777 0.59739 0.36359  0.352
H -2.72546 0.62748 -2.01200  0.313
H -1.50896 -0.78390 -1.61260  0.217
H -1.20205 2.39365 -1.24702  0.550
H -1.01223 1.53597 0.46225  0.055
H 1.11160 2.27865 -1.57583  0.145
H 0.48717 -0.05371 -2.09701  -0.097
H 1.07266 0.65712 0.29722  -0.009
H -3.10327 -4.34395 0.25633  0.325
H -2.06533 -2.91790 -0.41436  0.018
H -0.68244 -4.78729 1.89106  0.240
H 0.04973 -3.75805 0.41374  0.168
H -0.87856 -5.37442 0.05152  0.322
N 0.50655 3.89902 1.66529  -0.247
C 0.17949 5.15850 2.02873  -0.256
C 0.57421 5.74350 3.22125  -0.467
C 1.34865 4.99170 4.09849  -0.143
C 1.70012 3.69080 3.75320  -0.810
C 1.26065 3.19426 2.53656  -0.048
H -0.42850 5.70332 1.31237  0.357
H 0.28447 6.76041 3.46044  0.356
H 1.67585 5.41595 5.04327  0.366
H 2.30222 3.07883 4.41520  0.390
H 1.51177 2.18572 2.22016  0.493
N 1.06108 -1.19648 -4.82899  -0.342
C 0.82348 -1.78343 -6.02246  -0.280
C 1.78039 -2.48072 -6.74237  -0.357
C 3.06140 -2.58045 -6.20988  -0.256
C 3.33747 -1.98487 -4.98343  -0.551
C 2.31355 -1.31176 -4.33656  1.444
H -0.19005 -1.67491 -6.39748  0.343
H 1.53299 -2.93460 -7.69529  0.354
H 3.83818 -3.11799 -6.74591  0.359
H 4.32578 -2.04408 -4.54185  0.368
H 2.47820 -0.83333 -3.37515  -1.060